12
Properties=species:S:1:pos:R:3 method="wB97M-V/def2-TZVPD" e_lumo_ev=0.21 homo_ev=-9.16 e_tot_ev=-26357.9111 mol_weight_g_mol=113.21
S 1.69446 2.58535 -1.55611
S 3.29244 1.30022 -1.45614
H 0.69509 1.71160 -1.76273
H 3.25597 1.02000 -0.14246
N -1.42204 -1.42547 1.54108
C -0.73462 -0.74248 0.49545
O -1.67933 0.10156 -0.14971
H -1.26289 -2.41200 1.62560
H -2.39501 -1.18115 1.60229
H 0.06242 -0.12781 0.89533
H -0.28179 -1.41245 -0.24892
H -1.22471 0.58264 -0.84368

***

23
Properties=species:S:1:pos:R:3 method="wB97M-V/def2-TZVPD" e_lumo_ev="-3.17 / -9.02" charge=+1 homo_ev="-15.00 / -15.00" e_tot_ev=-11000.9611 multiplicity=2 mol_weight_g_mol=121.18
C 0.55992 -0.81232 0.08685
N -0.67803 -0.00344 0.48289
C -0.98629 0.84651 -0.77075
C -0.03269 1.05113 1.45667
C 1.46283 1.42008 0.79821
C 1.76971 0.07762 0.16708
H 0.75116 -1.68479 0.93044
H 0.35612 -1.41810 -0.83725
H -0.64350 1.87162 -0.93010
H -0.66575 0.20873 -1.56002
H -2.08746 1.04561 -0.89139
H -0.63414 1.92640 1.41404
H 0.10174 0.59844 2.37223
H 1.49334 2.17850 0.05713
H 2.12561 1.76351 1.66432
H 2.77600 -0.36727 0.53060
H 2.17440 0.12538 -0.86152
H -2.95506 -0.52033 0.89895
H -2.94149 0.75684 1.51697
O -3.64751 0.19337 1.19951
H 1.08623 -1.61300 -2.69407
H 2.55896 -2.25719 -2.66030
O 1.72367 -2.45443 -2.79435

***

88
Properties=species:S:1:pos:R:3 method="wB97M-V/def2-TZVPD" e_lumo_ev=1.48 charge=-1 homo_ev=-1.77 e_tot_ev=-57899.6122 mol_weight_g_mol=565.80
C 3.59426 -1.11514 1.51281
C 2.46915 -0.23219 1.00791
O 1.37063 -1.02004 0.56211
C 0.25240 -0.17893 0.23018
C -0.30909 -0.49406 -1.14405
C -1.16487 -1.72997 -1.34368
C -2.39468 -1.96114 -0.59608
C -2.79647 -0.96913 0.47708
C -2.69777 -1.52799 1.89924
O -2.96786 -0.45704 2.82495
C -1.35517 -2.17114 2.26391
N -1.45144 -3.33907 3.12853
C -3.20609 -3.05022 -0.84064
C -4.53218 -3.32487 -0.16500
C -4.61715 -4.69584 0.54620
C -2.81786 -3.98579 -1.85490
N -3.49689 -5.05983 -2.24811
S -2.61580 -5.71948 -3.44759
N -1.40413 -4.69500 -3.49742
C -1.61195 -3.75301 -2.56906
C -0.77983 -2.63020 -2.31344
C 0.48842 -2.53055 -3.12703
C 1.70985 -2.75928 -2.22916
O 2.18666 -4.11331 -2.40855
C 3.17160 -4.35707 -1.50098
O 4.32050 -4.24816 -1.78683
C 2.71137 -4.75610 -0.12489
C 3.80514 -5.44049 0.67508
H 4.51262 -0.53208 1.45148
H 3.75090 -1.99587 0.89712
H 3.47789 -1.37001 2.56071
H 2.12213 0.38284 1.83821
H 2.83531 0.40577 0.20591
H -0.47058 -0.18146 1.03308
H 0.62718 0.83829 0.16405
H 0.54591 -0.49974 -1.80290
H -0.88444 0.38675 -1.43828
H -3.84526 -0.72121 0.31908
H -2.27976 -0.02470 0.39706
H -3.45567 -2.28819 2.07299
H -3.82444 -0.62533 3.21961
H -0.76870 -1.42207 2.78825
H -0.78006 -2.44642 1.38432
H -1.66148 -3.09851 4.08404
H -2.08645 -4.03767 2.77345
H -4.83606 -2.52461 0.48833
H -5.26370 -3.33485 -0.97527
H -4.66343 -4.54783 1.62391
H -5.55786 -5.16745 0.28374
H -3.79356 -5.33788 0.27494
H 0.57524 -1.59736 -3.67235
H 0.49300 -3.34040 -3.84852
H 2.51266 -2.04340 -2.40304
H 1.39532 -2.65273 -1.19700
H 1.82341 -5.37409 -0.23323
H 2.42781 -3.82958 0.37696
H 4.23779 -6.26207 0.11569
H 3.35137 -5.84540 1.57712
H 4.57441 -4.74635 0.98704
C -0.48431 6.04332 -1.94208
C 0.74161 5.39658 -1.26654
C 1.60656 6.50112 -0.64171
C 1.01970 7.14338 0.61865
C 0.11649 6.18238 1.40630
C 0.38597 4.69586 1.13824
N 0.23002 4.44472 -0.27555
O 0.44513 3.09980 -0.60569
C -0.69442 3.90468 1.87579
C 1.75249 4.29250 1.72547
C 1.57993 4.74090 -2.35571
H -1.09376 5.27283 -2.41633
H -0.19042 6.76942 -2.71491
H -1.10906 6.56361 -1.21411
H 2.58540 6.08128 -0.39412
H 1.80667 7.27733 -1.38926
H 1.84283 7.48422 1.25397
H 0.45417 8.04316 0.35938
H 0.20984 6.39335 2.47677
H -0.92869 6.38807 1.15637
H -1.67569 4.11637 1.44776
H -0.71629 4.17696 2.93819
H -0.51484 2.83201 1.80488
H 1.78352 4.48958 2.80387
H 2.58132 4.83669 1.26893
H 1.92871 3.22649 1.57595
H 1.89449 5.49898 -3.08235
H 1.01577 3.97816 -2.88839
H 2.47462 4.27495 -1.94090

***

67
Properties=species:S:1:pos:R:3 method="wB97M-V/def2-TZVPD" e_lumo_ev="1.81 / 1.81" charge=-1 homo_ev="-4.45 / -4.45" e_tot_ev=-111154.2962 mol_weight_g_mol=696.28
Fe -0.02050 0.25986 0.19573
N -3.44737 -2.21938 -0.02584
C -3.56979 -1.68516 1.23160
C -2.54504 -0.80627 1.34056
N -1.79586 -0.79128 0.18759
C -2.36344 -1.65506 -0.63652
C -2.06524 -2.05515 -2.01763
N -1.31523 -1.48178 -2.91733
C -1.39455 -2.26355 -4.03671
C -2.20814 -3.33365 -3.82040
N -2.64035 -3.19657 -2.52726
H -4.06455 -2.90515 -0.41634
H -4.35068 -1.97164 1.91219
H -2.28676 -0.17605 2.17324
H -0.85193 -2.01386 -4.93359
H -2.50650 -4.16127 -4.43910
H -3.21299 -3.86773 -2.05062
C 0.45368 0.13358 3.42266
N 0.49245 -0.48522 2.11228
C 1.08394 -1.62942 2.00109
C 1.29311 -2.19929 0.72313
C 1.96937 -3.35448 0.30512
C 2.02149 -3.27504 -1.08489
C 1.38286 -2.07115 -1.43890
N 0.93439 -1.43229 -0.36019
C -0.92237 0.10855 4.04357
C -1.46703 -1.09635 4.48187
C -2.75327 -1.14978 4.99351
C -3.51992 0.00825 5.07218
C -2.98226 1.21498 4.65136
C -1.68809 1.26311 4.14533
H 0.78217 1.17204 3.32962
H 1.16024 -0.36583 4.09590
H 1.49101 -2.13289 2.88200
H 2.38325 -4.12199 0.94247
H 2.48549 -3.97406 -1.76395
H 1.25942 -1.64425 -2.41963
H -0.88089 -2.00423 4.39375
H -3.16323 -2.09555 5.32645
H -4.52905 -0.03180 5.46304
H -3.56972 2.12287 4.70881
H -1.27680 2.20783 3.80408
O -0.21532 2.00789 -3.83915
P 0.10675 2.16220 -2.27068
O -0.13024 3.57155 -1.84665
O -0.62741 1.05027 -1.56922
O 1.68650 1.84207 -2.21718
P 2.51473 2.02811 -0.80469
O 2.28182 3.60026 -0.52377
O 3.94048 1.74157 -1.00027
O 1.72796 1.23763 0.22701
H -0.24276 1.06377 -4.03943
H 1.41935 3.86823 -0.91981
F -3.78797 6.04224 1.27954
C -2.58232 5.83178 1.83637
F -2.75046 5.95245 3.17415
F -1.78650 6.84432 1.46026
C -2.00678 4.49118 1.48091
C -0.69055 4.20959 1.79809
C -0.19216 2.95440 1.49635
N -0.93481 2.00494 0.91882
C -2.18964 2.30214 0.58621
C -2.77394 3.52694 0.85519
H -0.04547 4.95268 2.24588
H 0.83975 2.69178 1.67965
H -2.73406 1.53176 0.06058
H -3.79460 3.72172 0.56152